Entry 1:
Here is a structure of composition C4H8CrO2 from the Open Molecules 2025 dataset. Energies are from ωB97M-V/def2-TZVPD.

The calculation puts the relative energy (zero: lowest compared OMol25 entry of this formula, charge and spin) at 0.0 kcal per mole. Its HOMO energy (spin up / spin down) is -11.968 / -12.475 eV. Its multiplicity is 6. The value obtained for the HOMO-LUMO gap (spin up / spin down) is 6.4102 / 7.4007 eV. Its expectation value of S² is 8.84. The total charge is +1. The total energy comes out at -1351.74599 Ha. As for the molecular weight: 140.10 g mol⁻¹.

```
15
Properties=species:S:1:pos:R:3:mulliken_spin:R:1
H -2.346 0.174 1.908 0.005
C -1.770 0.497 -0.106 -0.038
C -1.513 0.395 1.222 -0.002
O -0.314 0.324 1.777 -0.042
Cr 1.363 0.757 1.356 4.091
H -1.078 0.033 -0.816 -0.003
H -2.733 0.896 -0.430 -0.001
O 2.364 1.855 0.039 -0.008
C 1.469 2.330 -0.997 -0.046
C 0.963 1.145 -1.730 0.930
H 3.098 2.459 0.195 0.014
H 2.036 3.001 -1.662 0.044
H 0.656 2.883 -0.510 0.052
H 1.153 0.152 -1.324 -0.015
H 0.363 1.299 -2.634 0.020
```

Entry 2:
Here is a structure of composition C20H9Cl2IIrN4O5S3 from the Open Molecules 2025 dataset. Energies are from ωB97M-V/def2-TZVPD.

The calculation puts the relative energy (zero: lowest compared OMol25 entry of this formula, charge and spin) at 0.0 kcal per mole. Its HOMO energy is -5.273 eV. The value obtained for the HOMO-LUMO gap is 6.8446 eV. The total charge is -1. The total energy comes out at -3879.69624 Ha. As for the molecular weight: 871.54 g mol⁻¹.

```
45
Properties=species:S:1:pos:R:3:mulliken_charge:R:1
Ir 0.535 0.619 -1.410 2.933
Cl 1.112 -2.652 4.635 -0.295
C 0.980 -1.444 3.385 0.684
C 0.790 -0.133 3.726 -0.562
C 0.681 0.865 2.746 -0.175
I 0.356 2.840 3.295 0.035
C 0.755 0.564 1.393 0.320
O 0.644 1.448 0.447 -1.076
C 0.924 -0.819 1.062 0.275
N 0.935 -1.091 -0.273 -0.377
C 1.136 -2.318 -0.695 -0.359
C 1.303 -3.382 0.209 -0.827
C 1.250 -3.148 1.555 -0.948
C 1.058 -1.830 2.028 -0.089
H 0.723 0.139 4.771 0.401
H 1.152 -2.476 -1.766 0.566
H 1.455 -4.379 -0.181 0.459
H 1.355 -3.956 2.265 0.438
S 2.760 1.133 -1.713 -0.585
C 2.278 2.660 -2.359 0.693
S 0.563 2.665 -2.576 -0.542
C 3.127 3.700 -2.657 0.383
C 4.531 3.574 -2.462 -0.021
N 5.667 3.465 -2.300 -0.549
C 2.620 4.932 -3.158 -0.047
N 2.210 5.931 -3.560 -0.548
O 0.205 -2.523 -4.008 -0.648
Cl -0.550 -1.344 -3.704 1.761
O -1.259 -0.871 -4.841 -0.693
O 0.445 -0.289 -3.316 -0.744
O -1.428 -1.581 -2.593 -0.620
S -3.167 2.475 0.490 -0.252
C -2.037 2.113 -0.747 -0.130
N -1.628 0.889 -0.817 -0.305
C -2.250 0.104 0.161 -0.528
C -2.055 -1.261 0.379 -0.185
C -2.696 -1.858 1.443 -0.834
C -3.538 -1.125 2.288 -0.570
C -3.763 0.217 2.070 -0.462
C -3.115 0.821 0.996 0.936
H -1.657 2.894 -1.390 0.347
H -1.425 -1.821 -0.290 0.540
H -2.544 -2.913 1.630 0.408
H -4.022 -1.619 3.121 0.389
H -4.414 0.787 2.720 0.401
```

Entry 3:
Here is a cluster of 6 separate species, C26H24Cl8 in total from the Open Molecules 2025 dataset. Energies are from ωB97M-V/def2-TZVPD.

Its HOMO energy is -9.238 eV. The value obtained for the HOMO-LUMO gap is 9.2640 eV. The SMILES is ClC(Cl)(Cl)Cl.ClC(Cl)(Cl)Cl.c1ccccc1.c1ccccc1.c1ccccc1.c1ccccc1. The total energy comes out at -4686.57688 Ha. As for the molecular weight: 620.10 g mol⁻¹.

```
58
Properties=species:S:1:pos:R:3:mulliken_charge:R:1
Cl 3.366 5.048 -6.538 -0.082
C 2.525 6.332 -5.799 0.390
Cl 3.429 6.963 -4.435 -0.097
Cl 2.327 7.664 -6.959 -0.106
Cl 0.935 5.635 -5.315 -0.104
Cl 2.249 -4.579 -3.177 -0.088
C 4.060 -4.589 -3.160 0.364
Cl 4.779 -5.707 -1.888 -0.110
Cl 4.603 -5.087 -4.749 -0.093
Cl 4.643 -2.996 -2.869 -0.076
C 1.263 0.890 1.086 -0.325
C 1.364 2.205 1.543 -0.505
C 1.725 3.138 0.589 -0.175
C 1.913 2.779 -0.741 -0.436
C 1.803 1.482 -1.182 -0.324
C 1.421 0.553 -0.223 -0.459
H 1.095 0.134 1.838 0.368
H 1.258 2.560 2.558 0.402
H 1.933 4.166 0.845 0.337
H 2.489 3.471 -1.337 0.324
H 2.107 1.255 -2.193 0.420
H 1.318 -0.504 -0.421 0.374
C 0.651 -2.716 -7.300 -0.383
C -0.595 -2.273 -6.902 -0.293
C -0.832 -0.898 -6.620 -0.432
C 0.240 -0.040 -6.774 -0.291
C 1.507 -0.516 -7.266 -0.503
C 1.727 -1.883 -7.404 -0.282
H 0.781 -3.775 -7.470 0.349
H -1.380 -2.969 -6.646 0.335
H -1.802 -0.580 -6.266 0.386
H 0.187 1.016 -6.554 0.392
H 2.314 0.200 -7.306 0.347
H 2.737 -2.237 -7.543 0.379
C 1.286 -0.181 7.714 -0.532
C 1.725 -1.022 8.781 -0.094
C 0.915 -1.487 9.796 -0.541
C -0.402 -1.067 9.716 -0.182
C -0.915 -0.334 8.657 -0.502
C -0.058 0.121 7.653 -0.189
H 1.963 0.245 6.988 0.368
H 2.750 -1.332 8.920 0.299
H 1.360 -1.928 10.676 0.353
H -1.099 -1.417 10.463 0.317
H -1.941 -0.023 8.529 0.337
H -0.412 0.608 6.756 0.366
C -6.334 -1.415 1.688 -0.257
C -6.527 -0.216 2.337 -0.470
C -5.498 0.730 2.333 -0.381
C -4.235 0.349 1.958 -0.344
C -4.021 -0.894 1.407 -0.292
C -5.051 -1.769 1.241 -0.346
H -7.166 -2.096 1.594 0.344
H -7.526 0.108 2.585 0.327
H -5.627 1.679 2.831 0.333
H -3.438 1.069 2.075 0.377
H -3.012 -1.150 1.120 0.366
H -4.875 -2.720 0.761 0.342
```

Entry 4:
Here is the ion C4HNO3 with charge -2 from the Open Molecules 2025 dataset. Energies are from ωB97M-V/def2-TZVPD.

The calculation puts the relative energy (zero: lowest compared OMol25 entry of this formula, charge and spin) at 17.8 kcal per mole. Its HOMO energy is 0.627 eV. The value obtained for the HOMO-LUMO gap is 5.9837 eV. The total charge is -2. The SMILES is C#C/C([O-])=N/C(=O)[O-]. The total energy comes out at -433.39385 Ha. As for the molecular weight: 111.06 g mol⁻¹.

```
9
Properties=species:S:1:pos:R:3:mulliken_charge:R:1
C -0.235 -2.523 0.993 -0.160
C -0.303 -1.379 0.619 -0.315
C -0.468 -0.253 -0.386 0.402
O -1.449 -0.447 -1.154 -0.757
N 0.445 0.640 -0.241 -0.443
C 0.672 2.080 -0.515 0.497
O 1.828 2.414 -0.949 -0.794
O -0.243 2.807 -0.120 -0.704
H -0.246 -3.338 1.754 0.275
```